No. 1
Here is a structure of composition C77H47Br3F2O16 from the Open Molecules 2025 dataset. Energies are from ωB97M-V/def2-TZVPD.

The geometry in XYZ format:
```
145
Properties=species:S:1:pos:R:3
Br 0.8805 -3.1800 4.7538
Br 1.4159 -1.6603 2.0562
Br -0.6088 -0.4917 4.2613
F -1.7973 -1.0217 -0.0884
F -8.1692 1.6070 -0.0038
O -4.2918 -0.2056 -0.9943
O 0.1695 1.7291 0.0567
O -1.8226 1.0916 0.7359
O -6.2715 -0.3975 -2.0192
O -0.7965 -5.3669 -0.7026
O -5.7812 0.1249 -8.3787
O -6.0433 1.0968 -0.3912
O -0.7419 2.7161 1.8380
O 1.1618 2.8120 5.7606
O -6.8839 4.1221 -5.0023
O -1.7160 6.2643 8.6028
O 4.9688 -2.6381 -3.5315
O 2.8454 3.2040 -2.8206
O 7.1968 -3.1349 1.2246
O -0.4948 -6.3641 4.5428
O 7.3174 2.3354 -0.2128
C 3.6681 -0.1109 -0.5221
C 2.4624 6.4675 8.8632
C 0.7357 -7.5605 0.0606
C -0.7754 1.9217 0.9695
C -9.2477 3.7792 -8.3995
C -1.0627 5.6035 7.8284
C 3.2033 5.6815 7.9924
C -0.5448 -6.1825 3.3506
C 2.5691 4.7906 7.1416
C -8.4627 3.8856 -7.2535
C -7.4631 2.9839 -6.9722
C -2.3723 -3.8473 0.9807
C -6.1088 0.9518 -7.5577
C 7.2685 -6.1244 -2.7308
C -6.7076 3.1462 -5.6931
C 5.9655 1.6272 -2.0244
C 2.6243 3.3144 1.4000
C -2.3600 -4.5077 3.6897
C -3.6143 0.4221 -4.7977
C 5.0119 2.7536 0.0033
C 0.5200 3.7186 6.2555
C -0.7059 -5.5838 0.4741
C 7.9952 -6.1172 -1.5458
C -1.7000 4.7344 6.8119
C -3.9854 1.3810 -3.8590
C -1.5575 -4.8617 1.4568
C -5.6804 2.1201 -5.3600
C -5.3947 1.1082 -6.2661
C 4.8649 -2.0187 -1.2856
C -5.4175 0.1551 -1.1336
C 4.8532 2.0043 -2.7812
C -7.2225 1.9070 -7.8350
C -7.5749 0.2047 -1.8768
C -3.6503 4.1504 5.5394
C 3.9102 -1.0455 -1.5195
C -3.0346 4.9210 6.4987
C 0.6245 -8.2695 2.7471
C 6.7223 0.2231 -3.7823
C 5.0018 2.8310 1.3828
C 6.5765 -3.0818 0.1861
C 6.8598 -4.0963 -0.8820
C -2.8938 3.2188 4.8365
C -3.1895 -3.1675 1.8741
C 5.6726 0.6428 -4.5847
C 5.1136 -1.2553 1.0032
C 7.7620 -5.1114 -0.6167
C -4.3267 0.2684 -5.9713
C -1.5306 0.2741 -0.3806
C -7.2664 1.4417 -1.0167
C 3.8211 3.0301 -0.6884
C 1.2734 -8.7734 0.4849
C 4.2292 -0.2192 0.7451
C 1.0790 6.3816 8.8422
C 3.8227 3.1027 2.0573
C -1.4814 -5.1241 2.8221
C -0.9533 3.8226 6.0653
C -7.9852 1.7958 -8.9826
C -5.0031 2.2669 -4.1596
C -0.0309 0.4417 -0.5699
C -8.9845 2.7097 -9.2419
C 0.1091 -7.0452 2.3355
C 6.9069 0.7225 -2.4983
C 4.7461 1.5488 -4.0864
C 6.1749 -4.0617 -2.1085
C 5.4840 -2.1015 -0.0248
C 0.4201 5.5724 7.9360
C 3.7825 2.8280 -2.1574
C 6.3641 -5.1006 -2.9970
C 1.2507 -9.1010 1.8320
C 1.1872 4.7431 7.1146
C 0.0604 -2.0789 3.3709
C -1.5668 2.9941 5.1359
C 2.6940 3.3854 0.0111
C -3.1882 -3.4923 3.2185
C 6.2336 2.3501 -0.7488
C 5.2790 -2.9241 -2.3941
C 0.0810 -6.7485 0.9686
H 5.9692 -5.1137 -4.0068
H 8.3662 -5.0038 0.2755
H -7.8173 0.9862 -9.6798
H 1.7914 -9.4231 -0.2085
H 5.9171 2.7007 1.9459
H -8.3356 -0.4066 -1.3982
H 0.5407 -0.3049 -0.0258
H -0.7380 -2.6209 2.8906
H -2.3882 -3.5518 -0.0559
H -2.1122 0.6282 -1.2243
H -3.6277 5.5522 7.1511
H -2.4134 -4.7108 4.7491
H -1.0131 2.2458 4.5851
H -3.8428 -3.0410 3.9525
H 7.5485 -6.8261 -3.5060
H -5.3497 2.9529 -3.4002
H 5.5343 -1.4162 1.9879
H -10.0078 4.5110 -8.6230
H 5.5688 0.2966 -5.6038
H 3.1760 4.0731 6.6118
H -4.7244 4.1195 5.4170
H 3.8637 3.1610 3.1358
H -9.6012 2.5843 -10.1257
H 0.5424 -8.5399 3.7926
H -3.7170 -2.3046 1.4820
H -4.0277 -0.5569 -6.6049
H 0.7272 -7.2804 -0.9840
H 0.5347 7.0287 9.5186
H 1.7554 3.6442 -0.4644
H 4.2853 5.7462 7.9929
H 0.3253 0.6232 -1.5797
H -3.4905 1.3901 -2.8980
H 1.6970 3.3861 1.9471
H 3.9004 0.5658 1.4168
H -2.8220 -0.2881 -4.5990
H 3.8963 1.8491 -4.6859
H 8.7268 -6.8712 -1.2877
H 7.4279 -0.5426 -4.0891
H -7.8112 0.4796 -2.9024
H 2.9541 0.6738 -0.7538
H -8.6884 4.7377 -6.6241
H 3.4427 -1.0078 -2.4938
H 7.7005 0.4220 -1.8303
H -3.3732 2.6213 4.0696
H 1.6056 -10.0773 2.1390
H -7.2699 2.3965 -1.5421
H 2.8953 7.2524 9.4686
```

## Properties
LUMO level: -0.0473 hartree
Strongest force on any atom: 2.21 eV Å⁻¹
Highest occupied orbital energy: -9.4 eV
Kohn-Sham gap: 8.1 eV
Electronic energy: -12088.1737 Eh
Relative energy (zero: lowest compared OMol25 entry of this formula, charge and spin): 0.0 kcal/mol

Atomic partial charges in e from the Löwdin method, atoms 1 to 6: Br 0.62; Br 0.69; Br 0.64; F 0.07; F 0.06; O 0.16

---

No. 2
Here is a cluster of 15 separate species, C34H69Cl28N4O in total from the Open Molecules 2025 dataset. Energies are from ωB97M-V/def2-TZVPD.

The geometry in XYZ format:
```
136
Properties=species:S:1:pos:R:3
Cl 1.0254 -6.8496 5.2796
Cl 4.4102 -8.1607 1.4466
Cl 3.5920 5.9107 -7.1854
Cl 4.2411 -9.7081 4.4834
Cl 5.2331 -1.5619 5.2605
Cl -6.9649 -0.7780 0.4534
Cl 0.5972 4.9365 -3.6160
Cl 6.6023 1.5820 5.1532
Cl 0.7757 2.1137 -5.5227
Cl 2.2201 3.8080 -9.4712
Cl 5.8466 -4.2556 3.2697
Cl 0.2212 -2.9609 4.9379
Cl -7.1495 1.9234 -10.0859
Cl 0.1415 4.2117 1.8351
Cl -4.4025 1.8102 -0.7123
Cl 4.3555 1.7946 2.5862
Cl -7.6525 0.5820 -5.9296
Cl -3.6372 1.3240 -3.9907
Cl -2.7884 -4.4867 5.3181
Cl 4.4226 1.6380 -3.9428
Cl -8.4586 -0.1884 -12.4030
Cl 6.3569 4.8254 7.0752
Cl -7.4211 -2.2282 -7.8421
Cl 3.0792 4.4319 7.8665
Cl 1.1697 -5.3407 2.2510
Cl -7.6594 -0.1353 3.7120
Cl 5.9524 -1.4059 -3.8512
Cl -1.1540 2.1931 -0.5366
O -0.1574 1.0524 4.4267
N -0.8550 -0.5145 2.9220
N -2.1477 -0.2812 3.3992
N -2.4640 1.8603 2.4603
N -4.0238 0.7595 3.9027
C 4.2245 -1.0661 -3.5835
C 0.1085 0.2204 3.6209
C -6.6842 1.7963 -11.8035
C -2.7814 0.8402 3.1834
C 4.0562 5.7478 -8.8998
C 0.6322 4.1322 0.1145
C 2.3790 -6.9320 4.1164
C 2.5304 -5.6331 3.3688
C -4.3785 -0.6682 3.7266
C -5.5385 1.3902 -2.0267
C 1.7098 3.6196 -5.7444
C -0.5358 3.8470 -0.7878
C 2.0465 4.2758 -4.4309
C -1.2885 -4.8470 6.2160
C -8.8158 -0.6358 2.4492
C 3.7273 0.0709 -4.4390
C -8.1999 -1.5823 1.4525
C 5.2551 2.7377 5.0031
C 4.0605 2.1273 4.3172
C -7.8621 1.4659 -12.6834
C 6.7041 -1.8757 4.3049
C -0.4650 -3.6085 6.4529
C 5.7598 -8.4718 2.5705
C -4.9008 0.4887 -3.0497
C -0.7033 -0.4969 1.4456
C 5.2860 6.0419 7.8170
C 4.2829 5.4118 8.7478
C 1.5494 -0.1352 3.3423
C 2.8691 5.4407 -9.7753
C -6.5215 -0.7039 -8.0616
C 5.5909 -9.7702 3.3190
C -3.0235 -1.4264 3.6987
C 6.4058 -2.5811 3.0076
C -6.1936 -0.0460 -6.7470
H -1.5243 2.1845 2.2500
H 1.8906 -0.7599 4.1622
H 3.7677 1.1927 4.7907
H -1.3560 4.5422 -0.6190
H -3.0507 -2.2369 2.9855
H 3.4341 -5.6555 2.7645
H 3.7342 6.1883 9.2781
H -8.6873 2.1548 -12.5198
H -1.0514 -2.8196 6.9190
H 4.7665 4.7706 9.4805
H 2.0649 6.1562 -9.6218
H -4.8767 -0.7040 2.7605
H -6.2658 2.7597 -12.0909
H 5.6202 3.6131 4.4731
H -5.0286 -1.0361 4.5075
H 2.6464 0.1610 -4.3434
H 4.8158 4.9732 -8.9695
H -7.7310 -2.4332 1.9409
H 6.6683 -8.5089 1.9717
H 0.3730 -3.8456 7.1065
H 4.9809 3.0350 6.0077
H 3.2792 -7.1403 4.6884
H 5.4108 -10.6017 2.6423
H 2.5271 3.5819 -3.7481
H 3.9653 -0.0836 -5.4884
H 3.6795 -1.9753 -3.8328
H 7.3093 -2.6373 2.4028
H -5.8924 2.3164 -2.4723
H -2.7802 -1.6807 4.7250
H -0.2268 3.9269 -1.8350
H 2.2032 -7.7662 3.4442
H -5.6001 -0.9525 -8.5869
H 3.2202 2.8193 4.3673
H -0.7228 -5.5851 5.6481
H 6.4929 -9.9821 3.8910
H -1.5795 -5.2796 7.1724
H 4.0832 -0.8589 -2.5252
H -7.5656 1.5256 -13.7295
H 5.6423 -2.0595 2.4355
H 2.7225 5.1115 -4.6000
H -1.6560 -0.4278 0.9335
H 2.6251 3.3507 -6.2654
H -4.4506 -0.3871 -2.5873
H -5.5340 0.8048 -6.9135
H -0.0635 0.3305 1.1608
H 5.8321 -7.6258 3.2510
H 2.1478 0.7617 3.2377
H -6.3865 0.8863 -1.5686
H -5.6543 0.1518 -3.7599
H -9.6471 -1.1276 2.9516
H 7.1604 -0.9086 4.0985
H 2.5945 -4.7862 4.0492
H 1.4032 3.3705 0.0234
H 1.1343 4.2801 -6.3869
H -3.2314 2.4240 2.1175
H -7.1127 -0.0476 -8.6970
H 5.9212 6.7318 8.3703
H 4.7970 6.5931 7.0174
H -9.1895 0.2655 1.9699
H -3.6508 0.8402 4.8532
H 1.0695 5.0963 -0.1398
H 3.1664 5.4762 -10.8221
H 4.5026 6.6943 -9.2001
H -5.6966 -0.7356 -6.0678
H 1.6748 -0.7269 2.4369
H -8.9687 -1.9556 0.7780
H -0.2216 -1.4070 1.0951
H 7.3857 -2.4528 4.9252
H -5.9027 1.0448 -11.8857
```

## Properties
LUMO level: -0.0688 hartree
Strongest force on any atom: 2.95 eV Å⁻¹
Net charge: +1
Highest occupied orbital energy: -11.7 eV
Kohn-Sham gap: 9.8 eV
Electronic energy: -14516.3722 Eh
Relative energy (zero: lowest compared OMol25 entry of this formula, charge and spin): 0.0 kcal/mol

Atomic partial charges in e from the Löwdin method, atoms 1 to 6: Cl 0.63; Cl 0.58; Cl 0.60; Cl 0.59; Cl 0.53; Cl 0.58

---

No. 3
Here is an isolated molecule of C4H4N2 from the Open Molecules 2025 dataset. Energies are from ωB97M-V/def2-TZVPD.

The geometry in XYZ format:
```
10
Properties=species:S:1:pos:R:3
N -1.8836 1.3985 -1.3885
N -0.9917 -0.6887 2.2736
C 0.9708 -0.4773 -0.4737
C -0.8741 -0.5731 1.1268
C -1.0873 0.9450 -0.6898
C -0.1436 0.2993 0.2076
H 1.5304 0.1691 -1.1433
H 0.5135 -1.2960 -1.0243
H 1.6444 -0.8936 0.2844
H 0.3176 1.1138 0.8317
```

## Properties
LUMO level: -0.0024 hartree
Strongest force on any atom: 2.95 eV Å⁻¹
Highest occupied orbital energy: -12.0 eV
SMILES: CC(C#N)C#N
Kohn-Sham gap: 12.0 eV
Electronic energy: -264.2791 Eh
Relative energy (zero: lowest compared OMol25 entry of this formula, charge and spin): 29.7 kcal/mol

Atomic partial charges in e from the Löwdin method, atoms 1 to 6: N 0.17; N 0.19; C -0.05; C -0.17; C -0.20; C -0.38